Below is 2 unconnected molecules or ions with the total composition C6H11NO3 at a distorted geometry, with properties calculated with ωB97M-V/def2-TZVPD.

Geometry as XYZ:
```
21
C6H11NO3 ωB97M-V/def2-TZVPD
H 0.645 2.613 -0.299
C 1.192 -0.715 0.178
C -0.820 0.631 -0.538
O 3.266 -0.356 -0.868
C 2.629 -1.144 -0.138
O -1.823 -3.031 -0.428
H -0.483 -1.331 1.430
H -3.071 -1.765 -1.450
H -1.002 1.106 0.424
H 1.104 0.358 -1.588
N -2.443 -1.751 -0.511
H -0.824 -2.849 -0.376
H 1.083 -2.253 1.552
H -1.158 1.476 -1.418
C 0.586 -1.444 1.139
O 3.038 -2.212 0.342
H 2.450 2.033 -0.112
C 0.729 0.508 -0.503
H 1.244 1.814 1.129
C 1.323 1.780 0.104
H -1.462 -0.257 -0.516
```

frontier orbital gap	4.9	eV
net charge	-2
LUMO level	6.54	eV
electronic energy	-14027.556	eV